w:
C2H3FNP | wB97M-V/def2-TZVPD

Computed properties:
HOMO energy in eV: -7.75
SMILES: [H]/N=C1/CP1F
HOMO-LUMO gap in eV: 8.37
Lowest unoccupied orbital energy in eV: 0.62

ORCA input file:
```
! wB97M-V def2-TZVPD RIJCOSX def2/J DEFGRID3
* xyz 0 1
H 0.562 -0.713 -2.317
N 0.674 -0.766 -1.364
C 0.111 -0.086 -0.490
C -0.351 0.422 0.691
P -1.480 1.316 -0.642
F -2.568 0.078 -0.814
H -0.637 -0.437 1.374
H 0.199 1.320 1.159
*
```

---

x:
C2H3FNP | wB97M-V/def2-TZVPD

Computed properties:
HOMO energy in eV: -8.24
HOMO-LUMO gap in eV: 8.49
Lowest unoccupied orbital energy in eV: 0.26

ORCA input file:
```
! wB97M-V def2-TZVPD RIJCOSX def2/J DEFGRID3
* xyz 0 1
C -1.135 0.128 -0.617
C 1.077 -0.096 0.617
N -1.304 -0.361 -1.656
F -0.729 1.179 1.999
P 0.323 1.406 0.822
H 0.748 -1.055 1.099
H 2.037 -0.217 0.088
H -1.016 -0.984 -2.352
*
```

---

Most stable structure, least stable structure: w, x.

---

w:
C12H22N4O4 | wB97M-V/def2-TZVPD

Computed properties:
HOMO energy in eV: -8.94
SMILES: N[C@@H](Cc1c[nH]cn1)C(=O)O.CC(C)C[C@H](N)C(=O)O
HOMO-LUMO gap in eV: 9.45
Lowest unoccupied orbital energy in eV: 0.51

ORCA input file:
```
! wB97M-V def2-TZVPD RIJCOSX def2/J DEFGRID3
* xyz 0 1
N -3.413 -2.436 -1.512
C -2.800 -2.552 -0.219
C -2.477 -1.162 0.366
C -1.824 -0.323 -0.679
C -2.182 0.946 -1.029
N -1.259 1.369 -1.954
C -0.560 0.252 -2.292
N -0.855 -0.768 -1.547
C -3.506 -3.426 0.809
O -4.323 -4.283 0.616
O -3.119 -3.107 2.056
H -2.721 -2.094 -2.107
H -3.585 -3.377 -1.842
H -1.726 -3.024 -0.304
H -3.381 -0.645 0.662
H -1.826 -1.273 1.306
H -2.811 1.661 -0.532
H -1.274 2.265 -2.436
H 0.233 0.263 -3.083
H -3.614 -3.677 2.596
C 0.925 3.553 -0.291
C 2.435 3.314 -0.565
C 2.678 3.427 -2.110
C 3.025 1.877 -0.155
C 2.731 1.355 1.328
N 3.208 2.246 2.409
C 3.284 -0.013 1.525
O 4.386 -0.177 1.987
O 2.497 -0.946 0.924
H 0.384 3.239 -0.989
H 0.664 3.056 0.556
H 0.743 4.571 -0.125
H 2.952 4.020 0.080
H 2.417 2.509 -2.509
H 3.794 3.636 -2.363
H 2.133 4.087 -2.571
H 4.065 1.847 -0.408
H 2.536 1.216 -0.746
H 1.567 1.203 1.467
H 2.730 1.973 3.235
H 4.075 2.020 2.549
H 2.986 -1.747 1.006
*
```

---

x:
C12H22N4O4 | wB97M-V/def2-TZVPD

Computed properties:
HOMO energy in eV: -8.36
SMILES: N[C@@H](Cc1c[nH]cn1)C(=O)O.CC(C)C[C@H](N)C(=O)O
HOMO-LUMO gap in eV: 9.01
Lowest unoccupied orbital energy in eV: 0.64

ORCA input file:
```
! wB97M-V def2-TZVPD RIJCOSX def2/J DEFGRID3
* xyz 0 1
N -2.957 -0.591 1.408
C -2.813 -0.486 -0.024
C -3.821 0.570 -0.603
C -5.269 0.198 -0.299
C -6.378 0.991 -0.003
N -7.405 0.130 0.222
C -6.924 -1.133 0.037
N -5.649 -1.091 -0.274
C -1.382 -0.071 -0.304
O -0.503 -0.289 0.487
O -1.203 0.586 -1.448
H -3.778 -1.110 1.642
H -2.118 -1.049 1.836
H -2.975 -1.443 -0.613
H -3.587 1.541 -0.107
H -3.645 0.679 -1.679
H -6.439 2.058 0.107
H -8.399 0.365 0.290
H -7.506 -1.990 0.231
H -0.238 0.728 -1.603
C 4.043 1.503 1.621
C 3.620 1.416 0.162
C 4.256 2.542 -0.671
C 4.030 0.060 -0.523
C 3.680 -1.311 0.081
N 4.346 -2.481 -0.575
C 2.189 -1.629 0.101
O 1.315 -0.823 0.336
O 1.951 -2.931 -0.109
H 3.668 0.707 2.172
H 5.100 1.449 1.629
H 3.810 2.389 2.033
H 2.542 1.501 0.065
H 3.863 3.537 -0.329
H 4.024 2.396 -1.701
H 5.297 2.562 -0.548
H 3.638 0.052 -1.519
H 5.131 0.077 -0.622
H 4.008 -1.336 1.148
H 4.295 -2.413 -1.554
H 5.325 -2.535 -0.308
H 2.857 -3.327 -0.192
*
```

---

Most stable structure, least stable structure: x, w.

---

w:
C2H7N3 | wB97M-V/def2-TZVPD

Computed properties:
HOMO energy in eV: -9.24
SMILES: [H]/N=C\NNC
HOMO-LUMO gap in eV: 10.32
Lowest unoccupied orbital energy in eV: 1.07

ORCA input file:
```
! wB97M-V def2-TZVPD RIJCOSX def2/J DEFGRID3
* xyz 0 1
H -0.652 -1.582 0.287
N -1.524 -0.985 0.146
C -1.356 0.225 -0.157
N -0.194 0.984 -0.130
N 0.963 0.513 0.443
C 1.633 -0.597 -0.319
H -2.133 0.807 -0.553
H -0.105 1.943 -0.268
H 0.858 0.018 1.404
H 0.995 -1.355 -0.751
H 2.273 -0.940 0.516
H 2.397 -0.240 -1.002
*
```

---

x:
C2H7N3 | wB97M-V/def2-TZVPD

Computed properties:
HOMO energy in eV: -9.24
SMILES: [H]/N=C(/C)NN
HOMO-LUMO gap in eV: 10.25
Lowest unoccupied orbital energy in eV: 1.00

ORCA input file:
```
! wB97M-V def2-TZVPD RIJCOSX def2/J DEFGRID3
* xyz 0 1
H 0.657 1.853 0.041
N -0.321 1.581 0.002
C -0.374 0.320 -0.025
C -1.669 -0.423 0.013
N 0.703 -0.566 0.024
N 2.020 -0.117 -0.021
H -1.598 -1.519 -0.425
H -2.120 -0.465 1.088
H -2.402 0.147 -0.660
H 0.597 -1.554 -0.138
H 2.175 0.515 -0.784
H 2.331 0.227 0.885
*
```

---

Most stable structure, least stable structure: x, w.

---

w:
C2H7N3 | wB97M-V/def2-TZVPD

Computed properties:
HOMO energy in eV: -7.37
HOMO-LUMO gap in eV: 8.17
Lowest unoccupied orbital energy in eV: 0.80

ORCA input file:
```
! wB97M-V def2-TZVPD RIJCOSX def2/J DEFGRID3
* xyz 0 1
N 0.508 0.068 -0.272
N 1.115 1.220 0.300
N 1.112 -1.163 0.203
H 0.203 0.302 -1.505
H 2.123 1.089 0.270
H 0.830 1.269 1.276
H 0.601 -1.426 1.044
H 0.937 -1.867 -0.510
C -1.159 0.172 -0.278
C -2.118 -0.075 0.471
H -3.185 -0.094 0.521
H -0.967 0.505 -1.521
*
```

---

x:
C2H7N3 | wB97M-V/def2-TZVPD

Computed properties:
HOMO energy in eV: -8.80
SMILES: [H]/N=C(\N)NC
HOMO-LUMO gap in eV: 9.74
Lowest unoccupied orbital energy in eV: 0.94

ORCA input file:
```
! wB97M-V def2-TZVPD RIJCOSX def2/J DEFGRID3
* xyz 0 1
H 1.182 1.876 0.411
N 0.275 1.415 0.317
C 0.512 0.181 0.064
N 1.711 -0.593 -0.035
N -0.550 -0.667 -0.232
C -1.916 -0.236 -0.164
H 2.364 -0.195 -0.698
H 2.169 -0.807 0.838
H -0.327 -1.624 -0.004
H -1.971 0.842 -0.002
H -2.456 -0.677 0.688
H -2.439 -0.445 -1.105
*
```

---

y:
C2H7N3 | wB97M-V/def2-TZVPD

Computed properties:
HOMO energy (spin up / spin down) in eV: -7.19 / -7.19
HOMO-LUMO gap (spin up / spin down) in eV: 8.31 / 8.32
Lowest unoccupied orbital energy (spin up / spin down) in eV: 1.13 / 1.13

ORCA input file:
```
! wB97M-V def2-TZVPD RIJCOSX def2/J DEFGRID3
* xyz 0 1
C 1.024 0.549 0.291
C 1.776 -0.548 -0.376
N -2.420 -0.005 0.191
N -1.078 -0.363 -0.151
N -0.277 0.457 0.448
H -2.945 -0.863 0.260
H -2.825 0.535 -0.581
H 1.530 1.368 0.772
H -0.665 1.362 0.799
H 2.723 -0.735 0.133
H 1.170 -1.452 -0.362
H 1.985 -0.306 -1.424
*
```

---

Most stable structure, least stable structure: x, w.

---

w:
CH2F3NOS | wB97M-V/def2-TZVPD

Computed properties:
HOMO energy (spin up / spin down) in eV: -10.16 / -10.14
HOMO-LUMO gap (spin up / spin down) in eV: 7.57 / 7.60
Lowest unoccupied orbital energy (spin up / spin down) in eV: -2.59 / -2.54

ORCA input file:
```
! wB97M-V def2-TZVPD RIJCOSX def2/J DEFGRID3
* xyz 0 1
C -0.061 -1.073 0.224
N -0.572 0.765 -1.279
O -0.298 1.723 2.340
F 0.369 -1.694 -0.816
F -1.355 -1.392 0.554
F 1.855 0.893 -0.201
S 0.171 0.733 0.039
H 0.683 -1.458 1.036
H -0.792 1.503 -1.897
*
```

---

x:
CH2F3NOS | wB97M-V/def2-TZVPD

Computed properties:
HOMO energy in eV: -11.76
SMILES: N=[S@](=O)(F)C(F)F
HOMO-LUMO gap in eV: 11.62
Lowest unoccupied orbital energy in eV: -0.14

ORCA input file:
```
! wB97M-V def2-TZVPD RIJCOSX def2/J DEFGRID3
* xyz 0 1
N 0.825 -0.170 1.449
S 0.628 -0.352 -0.016
O 1.034 -1.250 -1.035
F 1.482 1.297 -0.658
C -1.096 0.181 -0.344
F -1.881 0.625 0.669
F -1.687 -0.826 -1.006
H 1.669 -0.461 1.924
H -0.975 0.957 -0.983
*
```

---

Most stable structure, least stable structure: x, w.

---

w:
C4H10N3O | wB97M-V/def2-TZVPD

Computed properties:
HOMO energy in eV: -13.92
HOMO-LUMO gap in eV: 10.10
Lowest unoccupied orbital energy in eV: -3.82

ORCA input file:
```
! wB97M-V def2-TZVPD RIJCOSX def2/J DEFGRID3
* xyz 1 1
C 3.421 -0.143 -0.466
C -2.321 -0.005 -0.148
C -2.950 -1.303 0.178
C -0.129 1.036 0.062
N 2.621 0.123 0.478
N -0.866 -0.067 -0.062
N -0.588 2.248 0.190
O -2.843 1.082 -0.087
H 4.415 0.018 -0.266
H 3.103 -0.356 -1.410
H -2.406 -1.921 0.841
H -2.986 -1.967 -0.745
H -3.900 -1.221 0.487
H 0.945 0.685 0.015
H -0.476 -0.988 0.035
H -1.653 2.193 0.100
H 2.957 0.294 1.392
H 0.035 3.013 0.349
*
```

---

x:
C4H10N3O | wB97M-V/def2-TZVPD

Computed properties:
HOMO energy (spin up / spin down) in eV: -12.63 / -12.62
HOMO-LUMO gap (spin up / spin down) in eV: 8.55 / 8.54
Lowest unoccupied orbital energy (spin up / spin down) in eV: -4.08 / -4.08

ORCA input file:
```
! wB97M-V def2-TZVPD RIJCOSX def2/J DEFGRID3
* xyz 1 1
C 1.854 -0.388 0.067
C -0.885 1.068 0.301
C -2.037 -0.846 0.071
C 2.686 0.752 0.078
N -1.590 0.046 1.056
N -0.221 0.413 -0.816
N -0.842 -0.837 -0.958
O 1.590 -1.514 0.168
H -1.622 1.779 -0.097
H -0.182 1.625 0.919
H -2.254 -1.851 0.418
H -2.889 -0.424 -0.472
H 2.124 1.669 0.274
H 3.091 0.845 -0.938
H 3.512 0.645 0.787
H -1.025 -0.387 1.777
H -0.166 -1.601 -0.707
H -1.145 -0.991 -1.928
*
```

---

Most stable structure, least stable structure: w, x.

---

w:
C4H10N3O | wB97M-V/def2-TZVPD

Computed properties:
HOMO energy in eV: -12.34
SMILES: [H]/N=C(/CNC)OC=[NH2+]
HOMO-LUMO gap in eV: 8.23
Lowest unoccupied orbital energy in eV: -4.11

ORCA input file:
```
! wB97M-V def2-TZVPD RIJCOSX def2/J DEFGRID3
* xyz 1 1
H -0.734 -2.348 0.847
N -0.128 -2.113 0.097
C -0.133 -0.978 -0.372
C 1.152 -0.341 -1.001
N 1.487 0.839 -0.314
C 2.540 0.697 0.765
O -1.192 0.006 -0.043
C -2.415 -0.167 0.063
N -3.231 0.814 0.217
H 1.977 -1.093 -0.941
H 0.964 -0.174 -2.152
H 1.210 1.682 -0.706
H 3.169 1.591 0.655
H 2.200 0.374 1.672
H 3.244 -0.052 0.367
H -2.954 -1.108 -0.007
H -2.955 1.757 0.549
H -4.202 0.616 0.305
*
```

---

x:
C4H10N3O | wB97M-V/def2-TZVPD

Computed properties:
HOMO energy in eV: -14.41
HOMO-LUMO gap in eV: 10.54
Lowest unoccupied orbital energy in eV: -3.87

ORCA input file:
```
! wB97M-V def2-TZVPD RIJCOSX def2/J DEFGRID3
* xyz 1 1
C 3.352 1.719 -0.403
C -2.830 0.812 -0.228
C -2.616 -1.663 -0.010
C -0.598 -0.266 0.155
N 2.650 0.902 0.274
N -1.981 -0.336 -0.015
N 0.209 0.769 0.103
O -2.453 1.842 0.188
H 4.461 2.023 -0.304
H 2.701 2.255 -1.157
H -3.797 0.504 -0.668
H -2.677 -2.033 1.044
H -3.640 -1.440 -0.501
H -2.075 -2.367 -0.589
H -0.251 -1.301 0.174
H 3.235 0.381 1.002
H 1.277 0.739 -0.002
H -0.224 1.685 0.245
*
```

---

Most stable structure, least stable structure: x, w.

---

w:
C4H4CuO2 | wB97M-V/def2-TZVPD

Computed properties:
HOMO energy (spin up / spin down) in eV: -18.81 / -19.23
HOMO-LUMO gap (spin up / spin down) in eV: 9.79 / 8.13
Lowest unoccupied orbital energy (spin up / spin down) in eV: -9.01 / -11.10
Expectation value of S²: 0.76

ORCA input file:
```
! wB97M-V def2-TZVPD RIJCOSX def2/J DEFGRID3
* xyz 2 2
H -2.725 -2.303 0.973
O -4.000 1.221 -0.333
C -2.779 0.661 -0.098
C -2.599 -0.642 -0.063
C -2.165 -1.878 0.090
H -3.908 2.170 -0.456
H -1.946 1.349 0.073
H -1.896 -2.500 -0.769
C 0.677 -1.467 0.633
O 1.637 -0.977 1.013
Cu 3.246 0.023 1.376
*
```

---

x:
C4H4CuO2 | wB97M-V/def2-TZVPD

Computed properties:
HOMO energy (spin up / spin down) in eV: -19.95 / -19.47
HOMO-LUMO gap (spin up / spin down) in eV: 9.51 / 6.20
Lowest unoccupied orbital energy (spin up / spin down) in eV: -10.44 / -13.27
Expectation value of S²: 0.76

ORCA input file:
```
! wB97M-V def2-TZVPD RIJCOSX def2/J DEFGRID3
* xyz 2 2
H 0.470 1.890 -0.868
O 0.710 -0.443 2.909
C 0.548 -0.692 1.794
C 0.353 -1.020 0.520
C -0.030 0.928 -0.757
C -1.336 0.702 -0.594
H -0.060 -1.987 0.238
H -1.800 -0.262 -0.813
H -1.959 1.543 -0.293
O 0.859 -0.129 -0.533
Cu 2.245 -0.530 -1.603
*
```

---

Most stable structure, least stable structure: w, x.